Entry from OMol25: a cluster of 2 separate species, HI5Si2 in total (the ωB97M-V functional and the def2-TZVPD basis).

Structure (XYZ):
```
8
HI5Si2 the ωB97M-V functional and the def2-TZVPD basis
Si 1.32 0.65 0.56
Si -1.19 -0.53 -0.69
I 0.64 2.79 1.60
I 2.49 -0.81 2.14
I -2.89 -1.01 1.07
I -2.26 0.68 -2.57
I -0.29 -2.71 -1.53
H 2.18 0.93 -0.58
```

## Properties
E_tot   -2068.20247 hartree
F_max   2.12 eV Å⁻¹
HOMO level   -8.75 eV
ΔE to the lowest compared entry with this formula, charge and spin   23.1 kcal per mole

Charges per atom according to natural (NBO) partitioning, unit e: number 1, Si, carries 0.54; number 2, Si, carries 0.34; number 3, I, carries -0.15; number 4, I, carries -0.12; number 5, I, carries -0.15; number 6, I, carries -0.12; number 7, I, carries -0.17; number 8, H, carries -0.16